Density functional theory data (wB97M-V/def2-TZVPD) for a 2-piece molecular cluster, C2H4NP overall.

```
8
Properties=species:S:1:pos:R:3:forces:R:3
C 0.556534 -0.266287 0.505645 0.6 -0.7 4.4
C -1.372457 -0.290895 -0.322137 -2.1 1.2 -0.6
N 1.287095 -0.439318 1.481952 -3.3 0.2 -1.5
P 2.139374 0.182930 -0.133303 4.2 1.6 -3.2
H -1.336409 0.523355 -1.093076 0.1 -0.8 1.0
H -2.137005 -0.116449 0.484278 1.1 -0.1 -0.6
H -1.453728 -1.266465 -0.774416 0.3 -0.3 0.1
H 2.316595 1.673129 -0.148940 -1.0 -1.1 0.5
```
Forces are in eV/Å.

Results
* multiplicity: 3
* <S²>: 2.01
* ΔE to the lowest compared entry with this formula, charge and spin: 95.5 kcal/mol
* HOMO-LUMO gap (spin up / spin down): 6.9 / 7.0 eV
* DFT total energy: -474.45638 Eh
* E_HOMO (spin up / spin down): -6.17 / -9.73 eV